# 1
{"formula": "C20H27N2O14P2", "method": "ωB97M-V/def2-TZVPD", "charge": 1, "total_energy_ev": -71391.9843, "lumo_ev": -4.59, "homo_lumo_gap_ev": 6.81, "spin_multiplicity": 1, "e_homo_ha": -0.419, "symbols": ["P", "P", "O", "O", "O", "O", "O", "O", "O", "O", "O", "O", "O", "O", "O", "O", "N", "N", "C", "C", "C", "C", "C", "C", "C", "C", "C", "C", "C", "C", "C", "C", "C", "C", "C", "C", "C", "C", "H", "H", "H", "H", "H", "H", "H", "H", "H", "H", "H", "H", "H", "H", "H", "H", "H", "H", "H", "H", "H", "H", "H", "H", "H", "H", "H"], "xyz": [[-0.568, -2.756, -1.345], [2.492, -2.381, 4.127], [0.158, -2.902, -2.836], [2.545, -3.327, 2.961], [-6.256, 3.752, -3.900], [2.252, -3.236, 5.504], [-2.045, -1.978, -1.683], [-2.415, 1.155, -3.186], [-3.757, -1.169, -3.524], [-7.614, 1.428, -4.151], [-0.100, -4.170, 1.646], [-1.704, -2.939, 2.508], [1.525, 2.645, 4.097], [-2.151, -1.630, 2.479], [3.953, -1.605, 4.200], [5.081, -1.663, -2.259], [1.043, 2.924, 1.835], [1.931, 0.289, 0.301], [-3.609, 1.246, -3.424], [1.606, 4.301, 1.674], [-4.292, 2.532, -3.540], [1.688, 2.273, 2.969], [1.061, -1.014, 2.191], [0.324, -1.887, 1.250], [1.492, -0.166, -2.118], [2.649, 1.069, 2.584], [0.416, -1.630, -0.206], [-0.511, -3.069, 1.816], [1.851, 0.080, 1.665], [1.052, -1.217, 3.743], [1.273, -0.514, -0.612], [-6.419, 1.337, -3.947], [2.730, -1.061, -2.604], [-5.730, 0.050, -3.854], [-0.435, 2.915, 1.952], [4.016, -0.856, -1.708], [-5.606, 2.582, -3.786], [-4.416, 0.001, -3.612], [-0.769, 1.844, 2.054], [2.438, 4.526, 2.394], [0.128, -3.830, -3.142], [4.312, 0.226, -1.609], [3.503, 1.532, 2.013], [2.959, -0.888, -3.690], [-6.325, -0.843, -3.990], [4.235, -1.475, 3.273], [-3.694, 3.424, -3.420], [3.009, 0.579, 3.520], [5.384, -2.255, -1.549], [2.505, 1.077, -0.015], [-2.467, -1.419, 3.383], [0.765, 5.031, 1.773], [-0.860, 3.377, 1.021], [2.464, -2.150, -2.483], [-2.483, -1.889, -0.810], [1.805, 0.912, -2.196], [3.865, -1.251, -0.658], [-7.188, 3.518, -4.075], [2.613, -4.131, 5.321], [0.107, -1.730, 4.044], [-0.760, 3.532, 2.831], [1.182, -0.229, 4.266], [2.010, 4.370, 0.625], [-2.828, -0.933, -3.342], [0.582, -0.333, -2.745]]}

=====

# 2
{"formula": "C4H9NO", "method": "ωB97M-V/def2-TZVPD", "total_energy_ev": -7832.2532, "lumo_ev": 0.88, "homo_lumo_gap_ev": 10.50, "spin_multiplicity": 1, "smiles": "CC(C)C(N)=O", "e_homo_ha": -0.353, "symbols": ["O", "N", "C", "C", "C", "C", "H", "H", "H", "H", "H", "H", "H", "H", "H"], "xyz": [[-0.580, -1.450, -1.892], [0.765, 0.342, -1.712], [-0.115, -0.557, -1.191], [-1.017, 0.974, 0.596], [0.766, -0.718, 1.150], [-0.451, -0.409, 0.285], [-1.403, 1.010, 1.620], [-1.230, -1.150, 0.506], [-0.258, 1.757, 0.499], [1.174, -1.705, 0.907], [-1.838, 1.222, -0.086], [0.985, 0.260, -2.697], [0.498, -0.714, 2.211], [1.138, 1.124, -1.194], [1.567, 0.015, 1.000]]}

=====

# 3
{"formula": "C9H8N2O2", "method": "ωB97M-V/def2-TZVPD", "total_energy_ev": -16535.8489, "lumo_ev": -0.53, "homo_lumo_gap_ev": 9.35, "spin_multiplicity": 1, "smiles": "N#C[C@@](N)(O)c1ccccc1C=O", "e_homo_ha": -0.363, "symbols": ["O", "O", "N", "N", "C", "C", "C", "C", "C", "C", "C", "C", "C", "H", "H", "H", "H", "H", "H", "H", "H"], "xyz": [[1.657, 1.567, -1.326], [0.127, -2.308, 2.686], [3.605, -0.970, -0.675], [1.773, 1.243, 0.994], [-2.048, -0.002, -1.316], [1.545, 0.567, -0.282], [2.619, -0.439, -0.488], [0.080, 0.004, -0.191], [-0.791, 0.579, -1.128], [-1.629, -1.422, 0.494], [-2.508, -0.957, -0.474], [-0.306, -0.976, 0.716], [0.457, -1.428, 1.852], [-0.330, 1.230, -1.855], [2.600, 1.872, -1.327], [-3.546, -1.264, -0.603], [0.925, 1.834, 1.018], [2.578, 1.967, 1.079], [1.438, -0.965, 2.010], [-2.747, 0.440, -2.063], [-1.876, -2.423, 0.898]]}